P | # C5H6O

A single C5H6O molecule (ωB97M-V with the def2-TZVPD basis set, OMol25).

Last column: Löwdin charge in e.
Atoms and positions in Å:
C: -0.33758 -0.60313 0.67621  0.007
C: 0.26889 0.27348 -0.04336  -0.241
C: 1.17928 0.58452 -1.19041  -0.077
C: 0.67637 1.63988 -0.25651  -0.118
C: -0.85467 -1.69839 1.03192  -0.183
O: -2.24425 -1.78824 0.90198  -0.049
H: 2.20609 0.09407 -1.06982  0.139
H: 0.58408 0.47713 -2.06149  0.088
H: 1.43993 1.97329 0.50153  0.130
H: 0.05168 2.38914 -0.54559  0.071
H: -0.44446 -2.32464 1.75717  0.098
H: -2.52536 -1.01709 0.29837  0.135

Values from the calculation:
Kohn-Sham gap in eV: 9.2
LUMO level in hartree: 0.0312
SMILES string: OC=C=C1CC1

Q | # C5H6O

A single C5H6O molecule (ωB97M-V with the def2-TZVPD basis set, OMol25).

Last column: Löwdin charge in e.
Atoms and positions in Å:
O: -1.27008 1.98064 -0.54057  -0.117
C: -1.01327 0.70383 -0.33766  -0.602
C: 0.11242 0.14752 -1.12286  0.147
C: 1.09546 -0.56876 -0.27903  -0.155
C: 0.43171 -0.54362 1.09110  -0.088
C: -0.68927 0.19293 1.08719  -0.009
H: 0.26498 0.40185 -2.17149  0.133
H: -1.84596 -0.04640 -0.64790  0.197
H: 1.31321 -1.57179 -0.69740  0.134
H: 2.08262 -0.06183 -0.26205  0.142
H: 0.86119 -1.04865 1.95496  0.103
H: -1.34299 0.41430 1.92572  0.115

Values from the calculation:
Kohn-Sham gap (alpha / beta) in eV: 6.7 / 6.8
LUMO level (alpha / beta) in hartree: -0.0613 / -0.0600

Of them, Q has the lowest stability.

P | # C5H6O

A single C5H6O molecule (ωB97M-V with the def2-TZVPD basis set, OMol25).

Last column: Löwdin charge in e.
Atoms and positions in Å:
C: -0.27747 1.56978 0.43228  -0.058
C: -0.01404 0.09187 0.69470  -0.304
C: -0.86614 -0.80703 -0.26625  -0.287
O: -1.25880 -0.43534 -1.34292  0.043
C: 1.16428 -0.56780 0.11454  -0.101
C: 1.54163 -1.45704 -0.61672  0.142
H: 0.58073 2.22360 0.60593  0.080
H: -0.59491 1.65988 -0.60877  0.076
H: -1.09985 1.90906 1.07190  0.083
H: -0.12047 -0.17782 1.75526  0.142
H: -0.98511 -1.83982 0.10669  0.133
H: 1.88994 -2.19420 -1.29909  0.051

Values from the calculation:
Kohn-Sham gap in eV: 10.4
LUMO level in hartree: 0.0306
SMILES string: C#C[C@@H](C)C=O

Q | # C5H6O

A single C5H6O molecule (ωB97M-V with the def2-TZVPD basis set, OMol25).

Last column: Löwdin charge in e.
Atoms and positions in Å:
C: -1.32961 -2.06915 1.45905  0.110
C: -1.18598 -1.24024 0.59992  -0.153
C: -0.97089 -0.25019 -0.45341  -0.229
C: -0.37124 1.04603 0.03024  -0.012
C: 1.68663 1.15009 -0.33229  -0.090
O: 0.44628 1.49373 -0.97486  -0.188
H: -1.47616 -2.79816 2.22575  0.026
H: -1.93624 0.15298 -0.80260  0.137
H: -0.44776 -0.66625 -1.32460  0.122
H: 1.44700 0.99034 0.73075  0.082
H: 2.07102 0.21550 -0.75658  0.099
H: 2.39171 1.97291 -0.42424  0.096

Values from the calculation:
Kohn-Sham gap in eV: 8.8
LUMO level in hartree: 0.0104

Of them, Q has the lowest stability.

P | # C5H6O

A molecular structure, C5H6O (ωB97M-V with the def2-TZVPD basis set, OMol25).

Last column: Löwdin charge in e.
Atoms and positions in Å:
O: 1.05294 1.05262 0.79060  0.001
C: 0.41093 -0.14327 0.99030  -0.340
C: 1.02570 -0.89808 -0.18419  -0.027
C: 0.45547 0.42175 -0.65761  -0.111
C: -1.07980 0.19575 -0.36075  -0.113
C: -0.96990 -0.19024 1.19012  -0.084
H: 2.11401 -0.94099 -0.17345  0.122
H: 0.52953 -1.81705 -0.50203  0.126
H: 0.89990 1.07148 -1.41714  0.147
H: -1.50742 -0.54856 -1.04991  0.105
H: -1.65295 1.12667 -0.41765  0.114
H: -1.27841 0.66990 1.79172  0.060

Values from the calculation:
Kohn-Sham gap in eV: 7.8
LUMO level in hartree: 0.0079

Q | # C5H6O

A single C5H6O molecule (ωB97M-V with the def2-TZVPD basis set, OMol25).

Last column: Löwdin charge in e.
Atoms and positions in Å:
C: 0.77710 -1.27307 -0.75703  -0.106
C: 0.56670 -0.48295 0.53526  -0.223
C: -0.32399 0.72672 0.39652  -0.377
C: -0.06174 2.03607 0.74142  0.156
C: -1.59764 0.84166 -0.05632  -0.121
O: -2.67806 1.06733 -0.41786  0.197
H: -0.16553 -1.68523 -1.13533  0.073
H: 1.21166 -0.64454 -1.54099  0.078
H: 1.45735 -2.11335 -0.58205  0.072
H: 1.52049 -0.09898 0.91367  0.111
H: 0.16076 -1.14561 1.30986  0.113
H: -0.86711 2.77194 0.59286  0.027

Values from the calculation:
Kohn-Sham gap in eV: 8.6
LUMO level in hartree: 0.0095

Of them, P has the lowest stability.

P | # C5H6O

A single C5H6O molecule (ωB97M-V with the def2-TZVPD basis set, OMol25).

Last column: Löwdin charge in e.
Atoms and positions in Å:
C: -1.64789 -0.09195 1.58673  0.007
C: -1.64815 -0.73804 0.50763  -0.017
C: -0.54643 0.54658 0.25942  -0.210
C: 0.76921 -0.12871 -0.04027  -0.340
C: 1.09001 -0.55651 -1.39462  -0.106
O: 1.66077 0.62782 -0.84071  -0.039
H: -1.72650 0.39361 2.54177  0.081
H: -0.34999 1.36719 0.96958  0.122
H: -0.96784 1.02351 -0.62725  0.119
H: 1.22568 -0.64767 0.80416  0.149
H: 0.35495 -0.39944 -2.18369  0.119
H: 1.78677 -1.37716 -1.55776  0.113

Values from the calculation:
Kohn-Sham gap in eV: 11.2
LUMO level in hartree: 0.0366

Q | # C5H6O

A single C5H6O molecule (ωB97M-V with the def2-TZVPD basis set, OMol25).

Last column: Löwdin charge in e.
Atoms and positions in Å:
O: 2.72844 -0.36168 -0.08018  0.027
C: 1.50142 -0.32498 -0.00285  -0.559
C: 0.60439 -1.42402 -0.15347  0.159
C: -1.70590 0.27624 0.14453  0.018
C: -0.65082 1.10339 0.25264  -0.176
C: 0.70083 0.86431 -0.16025  0.029
H: -0.20445 -1.62304 0.53906  0.064
H: 0.84001 -2.16842 -0.90825  0.088
H: -1.66439 -0.58774 -0.51019  0.056
H: -2.62046 0.46057 0.70358  0.065
H: -0.81228 2.07658 0.71777  0.107
H: 1.28321 1.70879 -0.54238  0.123

Values from the calculation:
Kohn-Sham gap (alpha / beta) in eV: 7.8 / 7.9
LUMO level (alpha / beta) in hartree: -0.0453 / -0.0268

R | # C5H6O

A molecular structure, C5H6O (ωB97M-V with the def2-TZVPD basis set, OMol25).

Last column: Löwdin charge in e.
Atoms and positions in Å:
C: -1.78115 -0.09569 -0.02490  -0.039
C: -0.29492 -0.02092 -0.09408  -0.325
C: 0.42923 1.30390 -0.01560  -0.013
O: 1.81582 1.01154 -0.67968  -0.046
C: 1.81084 -0.11566 -0.06858  -0.130
C: 0.62299 -0.98225 -0.24984  -0.021
H: -2.20915 0.48230 -0.85343  0.092
H: -2.15984 0.35600 0.90010  0.088
H: -2.13849 -1.12826 -0.07694  0.080
H: 0.66168 1.60693 1.01273  0.065
H: 2.67214 -0.35581 0.56748  0.147
H: 0.56473 -2.05038 -0.41629  0.104

Values from the calculation:
Kohn-Sham gap (alpha / beta) in eV: 7.0 / 7.0
LUMO level (alpha / beta) in hartree: -0.0084 / -0.0084

Of them, P has the lowest stability.

P | # C2H3BrO

A single C2H3BrO molecule (ωB97M-V with the def2-TZVPD basis set, OMol25).

Last column: Löwdin charge in e.
Atoms and positions in Å:
C: 0.58372 -0.03377 -0.45797  -0.263
C: -0.49113 0.02650 0.51450  -0.808
O: 0.28941 1.22166 0.08191  -0.083
Br: -2.16142 -0.25582 -0.04586  0.842
H: 1.43049 -0.47924 -0.00150  0.092
H: 0.49640 -0.25701 -1.56323  0.137
H: -0.14748 -0.22233 1.47216  0.084

Values from the calculation:
Kohn-Sham gap in eV: 11.0
LUMO level in hartree: 0.0343
SMILES string: Br[C@H]1CO1

Q | # C2H3BrO

2 unconnected molecules or ions with the total composition C2H3BrO (ωB97M-V with the def2-TZVPD basis set, OMol25).

Last column: Löwdin charge in e.
Atoms and positions in Å:
C: 0.27246 0.64052 -0.62096  -0.483
C: -0.06483 -0.35085 0.42841  -0.737
O: 0.40742 1.78608 -0.46503  0.076
Br: -0.56753 -1.99630 -0.22363  0.696
H: 0.23774 0.06296 -1.68963  0.122
H: 0.81433 -0.55296 1.19465  0.087
H: -1.09960 0.41056 1.37620  0.238

Values from the calculation:
Kohn-Sham gap in eV: 10.3
LUMO level in hartree: -0.0030

Of them, Q has the lowest stability.